Here is a 15-piece molecular cluster, C80H205N15O25 overall at a distorted geometry from the OMol25 dataset. Energies are from wB97M-V/def2-TZVPD.

Cartesian coordinates (Å):
C -14.908 -21.213 24.466
C -15.144 -21.227 22.934
C -14.800 -19.833 22.371
O -15.954 -19.001 22.542
C -15.711 -17.621 22.430
N -14.130 -22.126 22.304
H -13.872 -21.243 24.748
H -15.300 -22.175 24.836
H -15.437 -20.399 24.952
H -16.181 -21.522 22.696
H -14.665 -19.919 21.299
H -13.948 -19.359 22.833
H -14.820 -17.447 21.769
H -15.588 -17.117 23.399
H -16.597 -17.202 22.040
H -14.425 -22.445 21.414
H -14.012 -22.960 22.911
C -7.767 -25.083 22.094
C -6.507 -24.532 21.486
C -5.274 -24.622 22.372
O -5.309 -23.754 23.532
C -4.140 -23.870 24.286
N -6.119 -25.130 20.212
H -8.143 -24.557 23.023
H -7.513 -26.061 22.346
H -8.607 -25.027 21.380
H -6.636 -23.437 21.245
H -4.404 -24.359 21.746
H -5.116 -25.618 22.744
H -4.106 -23.135 25.155
H -3.263 -23.619 23.665
H -3.934 -24.885 24.594
H -6.858 -25.122 19.510
H -5.652 -25.986 20.369
C -8.686 -20.517 30.147
C -9.830 -21.511 29.949
C -10.874 -21.063 28.952
O -11.928 -22.079 28.896
C -13.027 -21.713 29.845
N -9.348 -22.828 29.507
H -8.377 -20.085 29.197
H -7.771 -21.038 30.531
H -8.898 -19.773 30.861
H -10.421 -21.684 30.923
H -10.378 -21.059 27.931
H -11.351 -20.076 29.113
H -13.696 -22.545 29.791
H -13.542 -20.813 29.486
H -12.541 -21.615 30.806
H -10.090 -23.470 29.398
H -8.961 -22.737 28.556
C -14.018 -29.889 27.395
C -15.396 -30.485 27.711
C -16.559 -29.523 28.079
O -16.895 -28.644 27.010
C -17.943 -27.694 27.244
N -15.827 -31.339 26.558
H -13.354 -30.720 27.323
H -13.617 -29.237 28.100
H -14.070 -29.295 26.453
H -15.232 -31.153 28.529
H -16.228 -28.855 28.887
H -17.387 -30.142 28.456
H -17.670 -26.965 28.002
H -18.793 -28.220 27.588
H -18.140 -27.150 26.325
H -16.149 -30.820 25.728
H -16.621 -31.902 26.851
C -8.007 -26.846 26.015
C -9.474 -26.431 26.373
C -10.477 -27.488 26.025
O -10.419 -27.877 24.626
C -11.037 -27.055 23.694
N -9.637 -25.959 27.736
H -8.083 -27.122 24.993
H -7.663 -27.697 26.538
H -7.291 -26.039 26.150
H -9.744 -25.624 25.689
H -11.469 -27.144 26.394
H -10.301 -28.420 26.533
H -11.957 -26.599 23.992
H -11.272 -27.698 22.845
H -10.421 -26.180 23.337
H -8.937 -25.297 28.053
H -10.518 -25.471 27.871
C -10.428 -21.969 17.093
O -10.432 -22.813 18.213
C -11.182 -22.280 19.283
C -11.338 -23.392 20.310
N -12.217 -24.406 19.816
C -12.470 -25.404 20.807
C -13.420 -26.556 20.475
O -12.736 -27.495 19.619
C -13.613 -28.303 18.892
H -9.936 -22.432 16.311
H -10.028 -20.969 17.230
H -11.432 -21.760 16.718
H -12.147 -21.974 18.892
H -10.682 -21.429 19.772
H -11.782 -22.992 21.217
H -10.280 -23.766 20.478
H -11.926 -24.737 18.913
H -12.975 -24.912 21.680
H -11.551 -26.013 21.169
H -14.345 -26.190 19.969
H -13.731 -27.119 21.348
H -14.035 -29.030 19.590
H -13.151 -28.723 17.983
H -14.450 -27.737 18.465
C -14.501 -28.674 23.514
O -14.700 -27.265 23.283
C -15.354 -26.591 24.374
C -15.322 -25.099 24.056
N -16.143 -24.752 22.860
C -17.573 -24.732 23.124
C -18.151 -23.280 23.241
O -17.713 -22.758 24.482
C -18.147 -21.517 24.780
H -13.629 -28.867 24.160
H -14.243 -29.082 22.492
H -15.411 -29.151 23.886
H -14.876 -26.776 25.354
H -16.420 -26.973 24.475
H -14.287 -24.805 23.876
H -15.782 -24.535 24.903
H -15.911 -25.405 22.118
H -17.830 -25.190 24.072
H -18.002 -25.290 22.274
H -19.238 -23.528 23.339
H -17.937 -22.653 22.371
H -19.271 -21.468 24.704
H -17.684 -20.674 24.244
H -17.889 -21.369 25.845
C -7.326 -23.835 32.357
O -7.777 -22.892 33.342
C -7.203 -21.594 33.190
C -8.018 -20.515 33.964
N -9.420 -20.520 33.374
C -10.356 -19.646 34.004
C -11.171 -20.211 35.178
O -12.041 -21.226 34.892
C -11.542 -22.471 34.477
H -8.130 -24.499 32.182
H -6.597 -24.553 32.753
H -7.050 -23.343 31.413
H -7.172 -21.287 32.171
H -6.209 -21.670 33.610
H -7.654 -19.500 33.889
H -8.076 -20.819 35.015
H -9.783 -21.435 33.165
H -11.110 -19.262 33.293
H -9.840 -18.739 34.444
H -11.741 -19.372 35.589
H -10.365 -20.570 35.869
H -11.458 -22.491 33.381
H -12.183 -23.295 34.805
H -10.564 -22.855 34.873
C -3.234 -20.020 25.803
O -4.000 -20.374 26.940
C -3.413 -21.379 27.799
C -4.060 -21.234 29.196
N -3.794 -19.928 29.754
C -2.486 -19.565 30.142
C -2.492 -18.117 30.668
O -2.863 -17.213 29.688
C -3.367 -16.051 30.336
H -2.397 -19.333 25.995
H -3.842 -19.505 25.079
H -2.853 -20.901 25.271
H -2.294 -21.243 27.910
H -3.531 -22.412 27.431
H -3.700 -22.091 29.766
H -5.131 -21.388 29.109
H -4.199 -19.156 29.169
H -1.762 -19.595 29.363
H -2.182 -20.194 30.920
H -1.553 -17.895 31.178
H -3.198 -18.099 31.507
H -2.679 -15.602 31.039
H -4.295 -16.267 30.882
H -3.584 -15.314 29.538
C -7.141 -20.515 22.085
O -6.589 -20.685 20.752
C -7.498 -21.411 19.997
C -6.909 -21.622 18.634
N -6.648 -20.384 17.938
C -6.218 -20.457 16.564
C -6.570 -19.158 15.909
O -6.683 -19.376 14.450
C -6.496 -18.163 13.711
H -7.044 -21.474 22.651
H -8.230 -20.319 22.004
H -6.662 -19.708 22.615
H -8.403 -20.781 19.869
H -7.674 -22.348 20.411
H -7.761 -22.107 18.102
H -6.061 -22.330 18.706
H -6.058 -19.766 18.547
H -6.774 -21.205 15.941
H -5.214 -20.726 16.365
H -5.635 -18.458 15.996
H -7.362 -18.567 16.310
H -7.475 -17.559 13.685
H -6.295 -18.461 12.683
H -5.733 -17.612 14.219
C -2.616 -29.290 32.517
O -3.927 -29.066 32.174
C -4.294 -27.709 32.257
C -5.760 -27.528 31.796
N -5.976 -28.026 30.475
C -7.178 -27.675 29.827
C -8.460 -28.310 30.442
O -8.711 -27.677 31.660
C -9.803 -28.225 32.287
H -2.424 -28.738 33.461
H -1.970 -28.901 31.773
H -2.429 -30.316 32.644
H -3.618 -27.173 31.539
H -4.121 -27.322 33.320
H -5.882 -26.410 31.774
H -6.406 -27.974 32.522
H -5.830 -29.001 30.433
H -7.107 -27.976 28.785
H -7.465 -26.606 29.816
H -8.398 -29.407 30.507
H -9.250 -28.184 29.692
H -9.754 -29.275 32.105
H -10.773 -27.821 31.942
H -9.772 -28.126 33.390
C -18.713 -27.469 32.647
O -17.447 -26.921 32.583
C -16.750 -27.337 31.465
C -15.738 -26.299 31.083
N -14.931 -26.626 29.911
C -13.691 -27.367 30.168
C -12.638 -26.779 29.219
O -12.478 -25.423 29.538
C -11.930 -25.251 30.888
H -19.349 -27.038 31.773
H -19.184 -27.195 33.601
H -18.748 -28.580 32.536
H -17.517 -27.494 30.707
H -16.143 -28.223 31.609
H -15.185 -26.118 31.958
H -16.311 -25.402 30.806
H -14.558 -25.804 29.477
H -13.694 -28.450 29.941
H -13.436 -27.448 31.238
H -13.036 -26.906 28.187
H -11.704 -27.400 29.317
H -11.083 -25.882 31.053
H -12.713 -25.533 31.633
H -11.757 -24.152 31.005
C -6.420 -24.438 28.603
O -7.266 -23.934 27.474
C -6.846 -22.812 26.694
C -7.795 -22.607 25.538
N -9.234 -22.688 25.852
C -10.010 -22.622 24.576
C -11.481 -22.698 24.858
O -11.833 -24.028 25.289
C -12.778 -24.093 26.317
H -6.056 -25.400 28.298
H -7.132 -24.634 29.402
H -5.614 -23.732 28.901
H -5.914 -23.072 26.202
H -6.770 -21.920 27.311
H -7.579 -23.340 24.783
H -7.564 -21.565 25.251
H -9.437 -23.627 26.185
H -9.687 -23.398 23.830
H -9.822 -21.644 24.108
H -11.919 -22.551 23.828
H -11.770 -21.893 25.572
H -13.578 -23.389 26.090
H -12.305 -23.798 27.238
H -13.301 -25.036 26.315
C -7.068 -16.107 29.109
O -6.737 -16.579 27.803
C -6.371 -17.959 27.757
C -6.524 -18.425 26.350
N -7.927 -18.235 25.814
C -9.008 -18.861 26.525
C -10.373 -18.526 26.049
O -10.672 -17.198 26.494
C -11.962 -16.761 25.979
H -8.159 -16.345 29.346
H -6.992 -14.993 29.060
H -6.477 -16.578 29.888
H -6.987 -18.557 28.484
H -5.352 -18.147 28.029
H -6.336 -19.492 26.257
H -5.886 -17.926 25.577
H -8.164 -17.253 25.544
H -8.946 -18.554 27.570
H -8.795 -19.928 26.533
H -11.098 -19.336 26.443
H -10.380 -18.524 24.950
H -12.178 -17.231 24.961
H -11.966 -15.700 25.937
H -12.677 -16.973 26.748
C -4.470 -27.359 26.625
O -3.280 -26.736 26.933
C -2.779 -26.922 28.294
C -2.840 -25.644 29.089
N -2.260 -24.466 28.474
C -0.904 -24.287 28.784
C -0.207 -23.241 27.988
O -0.186 -21.991 28.587
C 0.549 -21.001 27.884
H -4.941 -26.784 25.812
H -5.202 -27.488 27.420
H -4.390 -28.395 26.216
H -1.757 -27.265 28.077
H -3.310 -27.763 28.770
H -2.208 -25.753 30.007
H -3.811 -25.384 29.434
H -2.369 -24.447 27.501
H -0.356 -25.233 28.699
H -0.788 -23.936 29.828
H -0.644 -23.173 26.979
H 0.805 -23.633 27.815
H 0.577 -21.254 26.795
H 1.602 -21.099 28.216
H 0.085 -20.085 28.268

Properties
**LUMO level**: 0.528 eV
**Relative energy (zero: lowest compared OMol25 entry of this formula, charge and spin)**: 129.5 kcal/mol
**M**: 1777.6 g/mol

Here is a 11-piece molecular cluster, C80H66ClNO23 overall at a distorted geometry from the OMol25 dataset. Energies are from wB97M-V/def2-TZVPD.

Cartesian coordinates (Å):
C 3.369 -2.670 3.641
C 3.696 -1.099 3.473
C 2.492 -0.270 4.165
C 1.172 -0.203 3.217
C 1.068 1.266 2.578
C -0.382 1.671 2.019
C -1.203 0.479 1.322
C -1.767 0.876 -0.162
N -3.257 0.804 -0.259
C -3.874 -0.536 -0.138
O -3.666 -1.533 -0.866
C -4.850 -0.319 1.105
C -5.700 -1.310 1.935
C -6.516 -0.707 3.140
C -7.357 -1.787 4.004
C -8.738 -2.083 3.200
C -6.509 0.797 3.526
C -7.304 1.418 4.769
C -8.852 1.040 4.819
O -9.606 0.929 3.839
Cl -9.569 0.794 6.514
C -5.678 1.795 2.643
C -4.873 1.194 1.458
C -3.912 1.939 0.418
O -3.735 3.167 0.256
H 3.641 -3.049 4.691
H 2.249 -2.805 3.476
H 3.929 -3.288 2.859
H 3.852 -0.817 2.368
H 4.694 -0.889 3.999
H 2.899 0.775 4.377
H 2.262 -0.778 5.164
H 1.405 -0.922 2.338
H 0.235 -0.565 3.756
H 1.299 2.008 3.440
H 1.925 1.435 1.818
H -0.212 2.494 1.228
H -0.981 2.166 2.862
H -2.124 0.281 1.996
H -0.621 -0.490 1.177
H -1.452 1.948 -0.424
H -1.248 0.206 -0.949
H -5.699 -2.429 1.688
H -6.785 -2.790 4.055
H -7.536 -1.426 5.079
H -8.584 -2.922 2.420
H -8.940 -1.133 2.576
H -9.585 -2.335 3.920
H -7.211 2.568 4.685
H -6.723 1.130 5.712
H -5.623 2.918 2.822
O 5.022 6.693 4.513
C 5.059 5.489 4.338
C 4.568 4.880 3.083
C 4.607 3.561 2.895
C 5.143 2.653 3.928
O 5.176 1.450 3.745
C 5.634 3.259 5.184
C 5.595 4.579 5.374
H 4.180 5.560 2.335
H 4.252 3.097 1.984
H 6.022 2.578 5.931
H 5.950 5.041 6.286
O 1.327 -4.575 2.102
C 1.685 -5.465 1.354
C 1.690 -5.278 -0.113
C 2.081 -6.255 -0.933
C 2.526 -7.564 -0.411
O 2.884 -8.454 -1.159
C 2.521 -7.751 1.056
C 2.130 -6.774 1.876
H 1.362 -4.313 -0.479
H 2.090 -6.136 -2.009
H 2.849 -8.716 1.422
H 2.120 -6.893 2.952
O -11.164 2.635 -0.805
C -11.909 2.953 0.104
C -13.194 3.635 -0.160
C -14.008 3.984 0.838
C -13.662 3.703 2.248
O -14.406 4.021 3.157
C -12.377 3.021 2.510
C -11.562 2.671 1.514
H -13.435 3.835 -1.200
H -14.953 4.485 0.665
H -12.137 2.823 3.548
H -10.618 2.170 1.688
O 5.675 -2.618 1.469
C 6.680 -2.927 2.085
C 7.486 -4.102 1.695
C 8.586 -4.443 2.369
C 9.046 -3.658 3.534
O 10.051 -3.968 4.147
C 8.240 -2.481 3.925
C 7.141 -2.141 3.250
H 7.136 -4.666 0.839
H 9.184 -5.298 2.099
H 8.591 -1.917 4.780
H 6.540 -1.283 3.522
O -0.366 5.263 -2.678
C 0.615 4.926 -2.042
C 1.747 4.230 -2.689
C 2.821 3.858 -1.990
C 2.925 4.129 -0.541
O 3.908 3.789 0.094
C 1.793 4.825 0.107
C 0.720 5.197 -0.591
H 1.655 4.039 -3.751
H 3.661 3.344 -2.443
H 1.886 5.015 1.170
H -0.118 5.709 -0.134
O -18.450 5.992 -5.456
C -17.464 5.689 -4.813
C -16.638 4.519 -5.180
C -15.557 4.187 -4.473
C -15.138 4.974 -3.294
O -14.149 4.670 -2.650
C -15.963 6.144 -2.927
C -17.044 6.477 -3.634
H -16.958 3.954 -6.046
H -14.941 3.333 -4.727
H -15.643 6.709 -2.060
H -17.660 7.330 -3.379
O 9.845 -5.248 0.311
C 10.709 -4.761 -0.398
C 12.135 -5.106 -0.216
C 13.080 -4.572 -0.991
C 12.742 -3.614 -2.065
O 13.604 -3.129 -2.773
C 11.316 -3.269 -2.246
C 10.371 -3.803 -1.471
H 12.365 -5.810 0.574
H 14.129 -4.813 -0.872
H 11.085 -2.566 -3.036
H 9.322 -3.563 -1.591
O -5.959 5.584 -5.462
C -4.759 5.449 -5.615
C -3.909 4.876 -4.550
C -2.594 4.730 -4.718
C -1.930 5.133 -5.976
O -0.730 4.997 -6.131
C -2.781 5.705 -7.042
C -4.096 5.851 -6.874
H -4.410 4.586 -3.635
H -1.957 4.315 -3.949
H -2.280 5.995 -7.957
H -4.733 6.268 -7.644
O 5.048 2.003 -2.845
C 5.078 0.795 -2.996
C 4.593 0.163 -4.242
C 4.625 -1.160 -4.404
C 5.147 -2.051 -3.345
O 5.178 -3.259 -3.494
C 5.631 -1.419 -2.099
C 5.600 -0.096 -1.938
H 4.215 0.830 -5.007
H 4.274 -1.640 -5.309
H 6.010 -2.086 -1.334
H 5.951 0.384 -1.033
O 10.254 -5.028 -4.452
C 10.350 -6.241 -4.486
C 11.501 -6.903 -5.135
C 11.604 -8.232 -5.174
C 10.571 -9.100 -4.568
O 10.667 -10.312 -4.601
C 9.420 -8.438 -3.919
C 9.317 -7.109 -3.880
H 12.249 -6.253 -5.573
H 12.440 -8.734 -5.645
H 8.672 -9.088 -3.480
H 8.481 -6.608 -3.409

Properties
**LUMO level**: -1.846 eV
**Relative energy (zero: lowest compared OMol25 entry of this formula, charge and spin)**: 0.0 kcal/mol
**M**: 1444.8 g/mol
**Structure (SMILES)**: CCCCCCCCN1C(=O)c2cc(CC)c(CC(=O)Cl)cc2C1=O.O=C1C=CC(=O)C=C1.O=C1C=CC(=O)C=C1.O=C1C=CC(=O)C=C1.O=C1C=CC(=O)C=C1.O=C1C=CC(=O)C=C1.O=C1C=CC(=O)C=C1.O=C1C=CC(=O)C=C1.O=C1C=CC(=O)C=C1.O=C1C=CC(=O)C=C1.O=C1C=CC(=O)C=C1